272
Properties=species:S:1:pos:R:3 method="wB97M-V/def2-TZVPD" e_lumo_ev=-6.740 total_energy_ha=-6269.56292 e_homo_ev=-11.206 charge=+4 e_above_lowest_kcal_mol=0.0
C 0.87540 0.29797 -7.59541
O 0.27609 -0.38462 -6.44393
C 0.98706 -1.34962 -5.67501
C -0.12453 -2.26683 -5.16057
N -1.34700 -1.61478 -4.71403
H -1.13558 -1.13846 -3.12316
H -1.61624 -0.99753 -5.43849
C -2.52684 -2.50546 -4.48877
C -3.19318 -3.18856 -5.70551
O -2.20939 -3.94347 -6.40885
C -2.70900 -4.19167 -7.71867
H 1.91935 0.58621 -7.29539
H 0.40940 1.23626 -7.86879
H 0.98352 -0.39934 -8.41998
H 1.50951 -0.89202 -4.82386
H 1.69548 -2.03847 -6.20787
H 0.32615 -2.76937 -4.28414
H -0.35329 -3.00061 -5.91803
H -3.21283 -1.82348 -3.97896
H -2.16502 -3.24379 -3.76673
H -3.60152 -2.46474 -6.44967
H -4.03267 -3.85617 -5.44500
H -2.42715 -3.46669 -8.49343
H -3.79804 -4.35212 -7.73734
H -2.32605 -5.14193 -8.05912
C -0.86063 4.80939 -1.96415
O -1.48032 5.37810 -3.15744
C -1.51222 6.82374 -2.95073
C -2.03681 7.39867 -4.31287
N -1.97313 6.33144 -5.33038
H -2.36769 5.45834 -5.03072
H -2.39990 6.65761 -6.20868
C -0.63112 6.00862 -5.89141
C -0.16825 7.29669 -6.67318
O -1.10324 7.63625 -7.57560
C -0.65431 8.71063 -8.38442
H -0.97399 3.74642 -2.03629
H -1.28558 5.19152 -1.02324
H 0.19799 4.94053 -2.07010
H -0.48147 7.16079 -2.75387
H -2.15452 7.07475 -2.07448
H -1.40345 8.24825 -4.58611
H -3.07427 7.73434 -4.33038
H -0.74783 5.15566 -6.57197
H 0.06739 5.83092 -5.08950
H 0.76098 7.04714 -7.19142
H -0.01012 8.08997 -5.92798
H 0.11115 8.34893 -9.06685
H -0.21698 9.48386 -7.72550
H -1.49025 9.12688 -8.91604
C -4.92021 -3.30971 2.64939
O -3.83243 -3.29643 1.68990
C -4.03576 -2.62936 0.53185
C -3.06556 -3.25611 -0.45315
N -1.73796 -2.96269 0.10985
H -1.52357 -1.93236 0.21803
H -1.78397 -3.44020 1.03974
C -0.51848 -3.71104 -0.47404
C -0.74686 -5.17824 -0.85350
O -1.48515 -5.84829 0.07431
C -0.78934 -6.40352 1.15175
H -4.48999 -3.77075 3.52643
H -5.68939 -3.96323 2.23475
H -5.28080 -2.29707 2.91876
H -3.79304 -1.55357 0.63054
H -5.10281 -2.73060 0.17756
H -3.11950 -2.78500 -1.41920
H -3.15509 -4.32394 -0.46427
H 0.22943 -3.52402 0.29010
H -0.20050 -3.17190 -1.39257
H 0.25498 -5.57778 -1.13651
H -1.41430 -5.25350 -1.73656
H -1.44213 -6.40216 2.02528
H 0.06970 -5.75983 1.42060
H -0.41731 -7.41911 0.95017
C 5.64457 3.08290 -9.85784
O 5.05137 3.04099 -8.56892
C 5.07194 1.79002 -8.01269
C 4.96765 1.98757 -6.52827
N 4.05456 3.12883 -6.27686
H 4.22076 3.76099 -7.09020
H 3.08308 2.75168 -6.23995
C 4.19505 3.81405 -4.98335
C 3.27272 3.23634 -3.87776
O 2.03699 3.01825 -4.60093
C 1.06893 2.37041 -3.84677
H 5.53800 4.07649 -10.28725
H 5.18259 2.35532 -10.49735
H 6.70427 2.77778 -9.79521
H 5.99819 1.23277 -8.23769
H 4.23002 1.17905 -8.43306
H 5.94683 2.27421 -6.11216
H 4.56888 1.14438 -5.92527
H 3.94147 4.86339 -5.13616
H 5.21350 3.78021 -4.59979
H 3.18086 3.95630 -3.04789
H 3.68352 2.28513 -3.48744
H 1.28557 1.31295 -3.66926
H 0.15206 2.38195 -4.44817
H 0.83517 2.87612 -2.90756
C -2.65742 3.84908 2.66553
O -4.06844 3.62068 3.01604
C -4.67978 2.45673 2.62359
C -4.20505 1.16723 3.33746
N -4.64327 1.01851 4.74762
H -5.63818 0.91049 4.84290
H -4.29202 0.06843 5.02169
C -4.11363 2.05134 5.72144
C -4.76358 1.84327 7.07599
O -6.13679 1.59856 6.79606
C -6.79890 1.28491 8.03992
H -2.72644 4.05262 1.59313
H -2.01349 2.98632 2.71815
H -2.34337 4.66546 3.30274
H -4.56940 2.31501 1.52174
H -5.73557 2.65868 2.75697
H -3.10111 1.24638 3.41854
H -4.46802 0.28153 2.77229
H -4.35864 3.02198 5.29225
H -3.02556 1.92625 5.77931
H -4.62002 2.69461 7.76716
H -4.36618 0.86103 7.49973
H -6.23660 0.55666 8.65136
H -7.80275 0.90825 7.90926
H -6.90749 2.22559 8.60269
C 1.92761 -1.69954 7.52533
O 1.90556 -2.32575 6.26987
C 0.59593 -2.34777 5.81521
C 0.43704 -3.26988 4.62294
N 1.14787 -4.56629 4.91749
H 1.29286 -5.13363 4.03987
H 2.08218 -4.27880 5.25351
C 0.61367 -5.43201 6.08268
C -0.72143 -6.06125 5.56893
O -0.44363 -6.65682 4.29777
C -0.15021 -8.03634 4.37284
H 2.96050 -1.58209 7.86362
H 1.38021 -2.27486 8.28447
H 1.47060 -0.71323 7.48505
H 0.26860 -1.36679 5.48798
H -0.13574 -2.66109 6.54799
H 0.90992 -2.84970 3.72320
H -0.63911 -3.49924 4.44091
H 0.47125 -4.81679 6.97702
H 1.24791 -6.30566 6.29326
H -1.48944 -5.31338 5.39764
H -1.08658 -6.79768 6.29567
H -0.99237 -8.64733 4.72889
H 0.67555 -8.29232 5.07053
H 0.14246 -8.41362 3.38423
C 3.92616 0.80798 3.20953
O 4.54570 -0.42738 3.42110
C 4.44992 -0.84356 4.74459
C 4.80533 -2.30909 4.82810
N 6.22380 -2.47785 4.27383
H 6.12335 -2.28615 3.27564
H 6.81243 -1.68807 4.57165
C 6.84499 -3.87740 4.45260
C 6.42626 -4.79391 3.30918
O 6.06641 -3.98145 2.26980
C 5.99781 -4.58283 0.99454
H 2.84425 0.70721 3.43977
H 3.94316 1.02939 2.13815
H 4.31998 1.64566 3.77794
H 3.40668 -0.76945 5.12166
H 5.08644 -0.28328 5.47023
H 4.18107 -2.88766 4.14704
H 4.69016 -2.58108 5.88735
H 6.62038 -4.29694 5.42896
H 7.92260 -3.78349 4.37739
H 5.64222 -5.43227 3.71078
H 7.32260 -5.34860 3.05019
H 5.54634 -5.58480 1.08423
H 7.03021 -4.65453 0.61241
H 5.40634 -3.92783 0.37775
C 6.45552 -3.16157 -3.99477
O 5.31508 -2.88066 -3.19888
C 4.12736 -3.28623 -3.67754
C 3.17083 -3.39638 -2.41493
N 3.46769 -2.31095 -1.53352
H 3.71233 -2.55509 -0.50344
H 4.28251 -1.75100 -1.87119
C 2.35939 -1.30610 -1.30537
C 3.08053 -0.06430 -0.80991
O 4.14481 0.21806 -1.62265
C 5.30800 0.77043 -0.96762
H 6.37437 -2.82264 -5.02251
H 6.72513 -4.22891 -3.97694
H 7.23917 -2.60707 -3.50976
H 4.27867 -4.30705 -4.03645
H 3.70753 -2.70554 -4.52333
H 3.34570 -4.26879 -1.79529
H 2.12292 -3.33397 -2.80493
H 1.61687 -1.73924 -0.62509
H 1.88570 -1.15470 -2.29119
H 3.45155 -0.21536 0.22327
H 2.39982 0.74951 -0.76794
H 5.18853 1.73586 -0.44714
H 6.02498 0.90586 -1.76043
H 5.70020 0.08261 -0.19049
C -8.37394 -2.71773 0.63098
C -7.86156 -1.37422 1.08449
N -7.29968 -0.54525 -0.08282
C -7.01016 0.78475 -0.03316
C -6.47803 1.08931 -1.26575
N -6.60093 0.03331 -2.08691
C -7.04298 -1.04275 -1.33723
C -6.18680 -0.07473 -3.50503
H -8.79221 -3.19347 1.50281
H -7.55055 -3.33957 0.26847
H -9.18396 -2.60076 -0.09014
H -7.14903 -1.39684 1.92778
H -8.67550 -0.70156 1.42320
H -7.12404 1.52114 0.73198
H -5.94436 1.98731 -1.46937
H -7.09797 -2.05800 -1.71383
H -6.58685 0.71940 -4.12760
H -6.41121 -1.05484 -3.91211
H -5.07728 -0.00152 -3.56844
N 2.74631 -3.90545 1.51171
O 2.68126 -4.48046 2.62944
O 2.29152 -4.34131 0.45973
O 3.44355 -2.74149 1.44054
N -2.85414 -1.89149 4.60471
O -2.41046 -3.02096 4.91475
O -4.05477 -1.57746 4.96669
O -2.12680 -1.07737 3.97677
C -1.13178 0.04564 -1.51603
O -0.85087 -0.32157 -0.17343
O -1.25528 -1.18446 -2.13220
C -2.43051 0.81945 -1.61665
F -2.55344 1.93192 -0.94190
F -2.59244 1.14558 -2.91104
F -3.40058 -0.04612 -1.27346
C -0.09908 0.53067 0.74037
C 0.48436 -0.28383 1.85980
H -0.35988 -0.74742 2.37660
H 1.23886 -1.04567 1.57000
H 0.89689 0.37088 2.63098
H -0.80060 1.28061 1.13231
H 0.58680 1.09424 0.10471
H -0.29969 0.68042 -1.98251
C -0.76070 4.85004 5.85235
O -0.25950 3.49675 6.06234
O -1.11416 5.26381 4.66443
C -2.14258 4.94029 6.70904
F -3.19219 4.68474 5.92776
F -2.26922 4.00195 7.68663
F -2.30004 6.13582 7.26329
C -0.25815 2.46858 5.15477
C 0.78938 1.51974 5.49697
H 0.91359 0.72601 4.75735
H 1.75735 1.96328 5.71220
H 0.44605 1.01771 6.39914
H -0.12070 2.87974 4.10968
H -1.23755 1.91835 5.13859
H 0.03929 5.43548 6.43454
C 1.02434 3.73747 0.90095
O 1.51782 4.95566 1.58356
O 0.04097 3.70575 0.12696
C 2.35167 3.45519 0.01996
F 2.06108 2.47138 -0.87780
F 2.76040 4.50856 -0.65924
F 3.42122 3.04456 0.79884
C 1.59137 4.80698 3.01352
C 2.79168 5.66654 3.49391
H 3.76453 5.20767 3.27961
H 2.79611 6.66809 3.03785
H 2.70038 5.75017 4.58588
H 1.79702 3.78623 3.39121
H 0.74678 5.30262 3.49257
H 0.91869 2.93755 1.74979